[1]
C6H17N2 | ωB97M-V/def2-TZVPD

Results
- SMILES string = CNC[C@@H]([NH3+])C(C)C
- E (a.u.) = -348.030642
- energy relative to the best compared isomer or geometry (same formula, charge and spin) (kcal per mole) = 37.8
- HOMO-LUMO gap (eV) = 9.81
- HOMO energy (eV) = -13.02
- M (g mol⁻¹) = 117.22

```
! wB97M-V def2-TZVPD RIJCOSX def2/J DEFGRID3
* xyz 1 1
C 2.10673 1.47726 2.09848
N 1.38986 0.32164 1.55392
C 0.74335 0.52326 0.21858
C -0.28673 -0.63032 0.21120
N -1.35676 -0.20885 1.23232
C -0.99360 -0.92015 -1.14025
C -1.69545 0.31881 -1.69998
C 0.10513 -1.38261 -2.08200
H 3.11420 1.59769 1.70669
H 1.50542 2.32331 2.34823
H 2.30585 1.19479 3.20061
H 2.17164 -0.38734 1.55021
H 1.53643 0.21820 -0.47641
H 0.30887 1.50269 0.05261
H 0.15890 -1.55916 0.58551
H -1.41308 0.82248 1.08875
H -0.97884 -0.19426 2.19910
H -2.30120 -0.59800 1.11553
H -1.90109 -1.50202 -0.94575
H -2.29215 0.84769 -0.96625
H -2.43251 -0.02951 -2.45759
H -1.03490 1.02482 -2.24656
H 0.56637 -2.29698 -1.71973
H 0.95318 -0.74043 -2.37173
H -0.27963 -1.72304 -3.05549
*
```

---

[2]
C6H17N2 | ωB97M-V/def2-TZVPD

Results
- E (a.u.) = -347.865470
- energy relative to the best compared isomer or geometry (same formula, charge and spin) (kcal per mole) = 141.4
- HOMO-LUMO gap (eV) = 5.91
- HOMO energy (eV) = -14.00
- M (g mol⁻¹) = 117.22

```
! wB97M-V def2-TZVPD RIJCOSX def2/J DEFGRID3
* xyz 1 1
C 1.88928 -0.10939 -0.61077
N 0.62703 -0.13487 0.00386
C -0.26436 -1.28434 -0.28163
C -1.48065 -1.19830 0.58436
C -2.26018 0.09433 0.46556
C -2.32271 -2.42624 0.23891
C 1.76486 0.71788 -1.89677
N 0.74940 1.78261 -1.82925
H 2.34531 -1.08598 -0.81669
H 2.63109 0.52370 -0.06014
H 0.31997 1.96459 -0.92151
H -0.35845 -1.48805 -1.38097
H 0.30045 -2.19550 -0.04884
H -1.06734 -1.23140 1.60536
H -1.54610 0.91415 0.50965
H -2.94496 0.26674 1.29976
H -2.92866 -0.00214 -0.39613
H -2.29486 -2.57468 -0.83954
H -1.85349 -3.30044 0.71676
H -3.38304 -2.38910 0.54904
H 2.67579 1.28999 -2.10593
H 1.50704 0.15414 -2.78961
H 3.65801 4.25668 5.09488
H 1.10751 2.67232 -2.15017
H 3.12906 4.78330 5.05982
*
```

---

[3]
C6H17N2 | ωB97M-V/def2-TZVPD

Results
- E (a.u.) = -347.908093
- energy relative to the best compared isomer or geometry (same formula, charge and spin) (kcal per mole) = 114.7
- HOMO-LUMO gap (eV) = 5.41
- HOMO energy (eV) = -12.96
- M (g mol⁻¹) = 117.22

```
! wB97M-V def2-TZVPD RIJCOSX def2/J DEFGRID3
* xyz 1 1
N 2.28484 -1.73255 1.23176
C 1.90666 -0.98839 0.00152
C 3.09397 -0.64321 -0.88670
C 1.23196 0.28508 0.32380
N -2.53510 0.65135 -0.71975
C -1.60575 0.67782 0.41316
C -2.35048 0.99075 1.72807
C -1.95687 0.33066 -2.02272
H 1.41608 -2.15041 1.55929
H -3.15768 -0.12039 -0.47930
H 2.51595 -0.98646 1.88180
H 1.23962 -1.63787 -0.58832
H 2.70358 0.06642 -1.61146
H 3.59312 -1.52405 -1.28682
H 3.83812 -0.11717 -0.27307
H 1.28111 1.03835 -0.46980
H 1.40579 0.74251 1.30401
H -1.12220 -0.32162 0.52844
H -0.86262 1.44554 0.19477
H -2.98061 0.14488 2.00772
H -2.90193 1.92128 1.83367
H -1.55665 1.03353 2.48959
H -2.80674 0.26835 -2.70404
H -1.35354 1.18409 -2.36960
H -1.32061 -0.55849 -2.08604
*
```

---

[4]
C6H17N2 | ωB97M-V/def2-TZVPD

Results
- E (a.u.) = -348.064487
- energy relative to the best compared isomer or geometry (same formula, charge and spin) (kcal per mole) = 16.5
- HOMO-LUMO gap (eV) = 11.56
- HOMO energy (eV) = -14.21
- M (g mol⁻¹) = 117.22

```
! wB97M-V def2-TZVPD RIJCOSX def2/J DEFGRID3
* xyz 1 1
C -2.38377 0.43517 1.21799
C -0.97802 0.50158 1.80397
C 0.59321 2.15238 1.34625
N -0.02230 1.14232 0.91360
H -3.12712 0.26252 1.98946
H -2.55957 1.37351 0.68974
H -2.50258 -0.36382 0.48156
H -0.60013 -0.51713 1.97869
H -0.97740 0.96013 2.79678
H 0.48863 2.53976 2.35918
H 1.30273 2.67417 0.71286
C 1.74491 -1.91230 0.04568
C 1.42642 -1.28651 -1.26490
N 0.07344 -0.62356 -1.25798
C -0.32938 -0.07076 -2.55954
H 1.11224 -2.74187 0.37272
H 2.74111 -2.35922 0.03694
H 1.76240 -1.20168 0.87582
H 2.14183 -0.51233 -1.54043
H 1.40705 -1.99388 -2.09431
H 0.08317 0.09502 -0.49008
H -0.58233 -1.32731 -0.92379
H 0.54709 0.37162 -3.03238
H -1.04449 0.74173 -2.44918
H -0.73390 -0.82108 -3.23215
*
```